2 unconnected molecules or ions with the total composition C3H9OPS2 in a non-equilibrium geometry, computed with wB97M-V/def2-TZVPD.

Output
Largest force on an atom   3.30 eV Å⁻¹
Relative energy (zero: lowest compared OMol25 entry of this formula, charge and spin)   410.4 kJ/mol
Gap between HOMO and LUMO   7.5033 eV

The geometry in ORCA input format:
```
! RIJCOSX wB97M-V def2-TZVPD def2/J DEFGRID3
* xyz 0 1
C 0.71108 1.42702 -1.82262
C 0.87228 -1.76636 2.33657
C -0.31222 0.30642 -1.62465
O -3.02943 0.17130 0.79565
P -0.48255 0.05560 0.32285
S 0.41378 1.39191 1.45674
S 0.21801 -1.89676 0.61984
H 0.45518 2.29299 -1.27527
H 1.72240 1.06922 -1.52009
H 0.88641 1.62484 -2.84739
H 1.42740 -0.79508 2.32856
H 1.53481 -2.65702 2.47067
H 0.02804 -1.78622 2.98590
H -0.01427 -0.61151 -2.07886
H -1.23877 0.69606 -2.04472
H -3.19216 0.47760 -0.10319
*
```

Okay, here come the natural (NBO) numbers, in e, for every atom: C -0.62; C -0.72; C -0.63; O -0.90; P 1.00; S -0.43; S 0.00; H 0.23; H 0.21; H 0.22; H 0.26; H 0.24; H 0.24; H 0.24; H 0.24; H 0.42